Entry from the Open Molecules 2025 dataset: a structure of composition C15H40B3MgO8S2 (the ωB97M-V functional and the def2-TZVPD basis).

XYZ file:
```
69
Properties=species:S:1:pos:R:3:forces:R:3
Mg 15.2408 16.9505 -15.4040 0.098 -0.673 -0.370
B 14.7605 16.3626 -13.4640 -0.290 -0.882 2.272
H 15.4778 17.2568 -13.6988 0.387 0.964 0.764
H 13.7578 16.4797 -14.0764 -0.908 0.245 -0.252
H 15.2835 15.3784 -13.8845 0.364 -0.499 0.000
H 14.6220 16.3198 -12.2666 -0.185 -0.009 -0.050
B 15.0575 18.9644 -16.1966 0.229 2.801 -0.211
H 15.6540 18.1675 -16.8270 0.023 -0.396 -0.618
H 15.9197 19.7457 -15.8189 -0.090 0.135 0.172
H 14.1973 19.5783 -16.7764 0.162 -0.221 -0.470
H 14.4622 18.6044 -15.2439 -0.322 -0.239 0.676
B 14.8227 15.5191 -16.8867 -1.075 -1.882 -1.201
H 15.9241 15.9318 -16.8868 0.853 0.270 -0.458
H 14.0079 16.3599 -16.7076 -0.575 0.835 -0.252
H 14.5093 14.9399 -17.8968 0.230 0.033 -0.062
H 14.6769 14.8276 -15.9339 0.148 -0.648 0.344
C 11.5358 21.3519 -16.8454 -0.046 -0.300 -0.090
C 12.4775 21.6016 -15.6922 -0.046 0.464 0.091
C 13.1011 23.0018 -15.6699 -0.393 -0.631 -0.475
O 12.1533 23.7559 -14.9192 -0.010 -0.038 0.276
C 11.4913 22.8913 -14.0876 0.387 0.399 -0.068
O 10.8654 23.2466 -13.1398 -0.222 -0.055 -0.080
O 11.6838 21.6290 -14.4759 0.225 -0.239 0.113
H 11.1696 20.3281 -16.7656 -0.101 0.040 -0.092
H 12.0224 21.4532 -17.8158 0.101 -0.011 0.041
H 10.6832 22.0324 -16.8223 0.041 0.062 0.055
H 13.2359 20.8278 -15.6220 -0.108 -0.094 0.183
H 13.1577 23.3677 -16.6932 0.118 0.355 0.126
H 14.0750 23.0213 -15.1817 0.006 0.059 0.015
C 16.2678 19.6926 -12.1192 -0.046 0.204 -0.073
C 15.0777 20.0056 -11.2489 -0.016 -0.036 0.054
O 14.8489 19.3929 -10.2312 0.103 0.230 0.101
C 14.1109 21.0326 -11.8017 -0.397 -0.175 0.678
H 16.1709 18.6334 -12.3576 0.136 0.052 -0.243
H 17.2350 19.8476 -11.6412 -0.137 -0.003 0.299
H 16.2315 20.3134 -13.0134 0.106 -0.280 -0.196
H 13.8177 20.6964 -12.7973 0.022 0.306 -0.118
H 14.5239 22.0432 -11.8022 0.290 -0.109 -0.383
H 13.2315 21.0808 -11.1588 -0.043 -0.169 -0.093
C 15.8560 20.2999 -21.4012 -1.300 -0.409 -0.402
C 15.7390 20.1990 -19.8767 1.678 1.059 0.742
C 14.3313 19.9178 -19.4105 -0.961 -0.168 -0.814
S 13.3301 19.9461 -20.9103 0.446 -0.224 -0.257
O 12.1110 20.6800 -20.7135 -0.334 0.216 0.057
O 13.2891 18.6221 -21.4706 -0.158 -0.356 -0.103
C 14.5092 20.8749 -21.8639 0.269 1.081 0.933
H 15.9019 19.2972 -21.8313 0.592 0.116 -0.152
H 16.6397 20.9793 -21.7219 0.346 -0.366 -0.005
H 16.0685 21.1652 -19.4686 -0.461 0.136 -0.115
H 16.5217 19.5835 -19.4299 -0.425 -0.656 -0.197
H 13.9024 20.7021 -18.7980 0.174 -0.084 0.275
H 14.1298 18.9425 -18.9773 0.236 0.008 0.190
H 14.4146 21.8791 -21.4266 -0.009 0.046 -0.252
H 14.3049 20.9521 -22.9259 -0.105 -0.440 -0.053
C 20.0338 14.6197 -13.5637 -0.660 0.481 0.405
C 20.5519 14.9281 -15.0037 0.923 -0.060 0.871
C 19.5356 15.7616 -15.7757 -0.029 0.105 0.306
S 18.5347 16.5399 -14.4934 0.200 -0.948 -0.269
O 17.2109 16.7148 -15.0063 0.584 0.714 -0.443
O 19.2280 17.6142 -13.8462 0.145 0.155 -0.041
C 18.5767 15.0777 -13.5242 -0.119 -0.716 0.518
H 20.6180 15.1890 -12.8403 -0.030 0.033 -0.017
H 20.0232 13.5940 -13.1978 0.404 -0.198 -0.552
H 20.9022 14.0222 -15.4942 -0.335 0.043 -0.327
H 21.4403 15.5430 -14.8492 0.060 -0.059 -0.236
H 18.8193 15.1701 -16.3429 0.046 0.085 -0.176
H 20.0030 16.5389 -16.3738 -0.138 -0.033 -0.178
H 17.9638 14.3452 -14.0554 -0.154 0.208 -0.110
H 18.1318 15.1807 -12.5363 0.092 0.369 -0.005
```
Positions in Å, forces in eV/Å.

The charge is -1. As for the spin multiplicity: 1. The value obtained for the frontier orbital gap is 8.54 eV.

Löwdin atomic charge list, values in e, 5 entries:
1 Mg 0.245
2 B -0.380
3 H -0.061
4 H 0.011
5 H -0.011

Entry from the Open Molecules 2025 dataset: a cluster of 8 separate species, C15H40F8N7O12PS2 in total (the ωB97M-V functional and the def2-TZVPD basis).

XYZ file:
```
85
Properties=species:S:1:pos:R:3:forces:R:3
C -11.0647 -10.8700 16.5433 -0.274 0.374 0.712
C -12.0761 -9.7457 16.8052 -2.970 -2.150 0.357
O -13.1346 -9.8686 17.4294 3.959 1.429 -2.174
N -11.7056 -8.4229 16.0792 -0.178 -0.736 1.894
H -11.0374 -8.4899 15.3248 1.004 -0.503 0.456
H -12.4666 -8.1427 15.4771 -2.082 0.707 -0.134
C -11.4131 -7.3251 17.0562 -0.482 0.418 -0.246
H -11.2685 -11.8007 17.0729 -0.387 0.518 0.607
H -10.1254 -10.4350 16.8845 0.314 -0.412 -0.263
H -10.9893 -11.2310 15.5176 0.001 0.870 -0.162
H -10.5350 -7.4878 17.6811 0.031 -0.412 -0.366
H -12.2844 -7.2164 17.7020 0.029 -0.059 -0.131
H -11.3007 -6.4105 16.4740 0.031 -0.071 0.101
C -7.5708 -6.9572 9.8379 -2.140 -1.460 0.386
C -7.4422 -7.8845 8.6479 4.423 0.879 0.452
O -6.4760 -8.6005 8.5029 -3.259 0.797 -0.393
N -8.1977 -7.3836 7.3903 0.982 -2.516 -0.589
H -8.9086 -6.6925 7.5827 -0.512 -0.053 0.126
H -7.4889 -6.9450 6.8199 0.527 0.521 -0.124
C -8.6676 -8.5752 6.5278 -1.336 0.041 0.919
H -7.4224 -7.5419 10.7458 1.064 0.042 -0.063
H -8.6309 -6.7672 10.0058 -0.227 0.823 -0.361
H -6.9720 -6.0540 9.7213 0.058 -0.198 -0.004
H -7.9518 -9.3840 6.3812 0.850 0.973 -0.268
H -9.1100 -8.1265 5.6384 0.165 -0.490 -0.025
H -9.3974 -9.1107 7.1351 -0.577 0.431 -0.159
C -5.4599 -2.3211 13.5200 0.652 -0.601 0.956
C -6.1009 -3.3911 12.6602 1.893 2.158 -2.459
O -5.6478 -3.6940 11.5774 -2.082 -0.419 2.668
N -7.4939 -3.8881 13.1380 0.819 -1.547 -0.419
H -7.7304 -3.4991 14.0396 0.388 -0.147 0.797
H -8.2462 -3.5150 12.5768 -0.106 -0.014 -1.004
C -7.4612 -5.4375 13.1237 0.117 -0.050 0.620
H -5.8486 -1.3087 13.4109 -0.584 -0.197 -0.239
H -4.3926 -2.2276 13.3193 -0.110 -0.291 -0.651
H -5.4430 -2.5708 14.5809 -0.562 -0.066 0.160
H -8.4471 -5.8986 13.1841 -0.058 0.494 -0.214
H -6.9148 -5.7859 14.0001 -0.006 0.353 0.087
H -6.8756 -5.7911 12.2751 -0.334 0.424 -0.118
C -6.1277 -8.3771 16.4790 -0.124 -1.304 0.510
C -6.5270 -9.6229 17.3598 -3.391 2.057 2.014
O -7.4865 -9.5808 18.1434 3.060 -0.704 -2.572
N -5.6283 -10.8277 17.4101 0.020 2.117 1.046
H -6.1087 -11.7161 17.4182 -0.483 -0.163 -0.168
H -5.0282 -10.7221 16.6046 0.807 -0.631 -1.355
C -4.6980 -10.7470 18.6342 0.082 -1.010 -1.085
H -6.3352 -8.4841 15.4142 0.194 -0.717 -0.013
H -5.0632 -8.1711 16.5910 0.059 0.024 -0.022
H -6.7425 -7.5260 16.7716 0.109 -0.278 0.558
H -4.1160 -11.6512 18.4557 0.302 0.082 0.619
H -5.2692 -10.8079 19.5606 0.074 0.288 -0.262
H -4.0305 -9.8965 18.4960 -0.302 0.079 0.260
C -12.0239 -7.7368 10.0123 -0.833 0.415 1.086
C -11.8737 -9.2147 9.8441 1.302 -0.045 -2.584
O -11.4693 -9.6637 8.7840 -1.002 -0.229 3.018
N -12.2067 -10.1356 11.0701 1.881 -1.241 -0.908
H -11.9438 -9.6561 11.9192 -0.678 1.041 0.781
H -13.1406 -10.5176 11.1153 -0.860 0.825 -0.071
C -11.3372 -11.4239 11.1646 -0.086 0.979 -1.014
H -11.5478 -7.0987 9.2678 0.329 -0.772 -0.250
H -11.7870 -7.3494 11.0032 -0.033 -0.354 0.194
H -13.0841 -7.5152 9.8901 -0.362 -0.048 0.201
H -11.5359 -11.9002 12.1247 -0.007 0.221 -0.141
H -10.3148 -11.0562 11.0784 -0.021 -0.462 0.146
H -11.6185 -12.0553 10.3218 0.193 -0.005 0.176
P -9.2108 -9.0348 13.7024 0.341 -0.709 0.756
F -10.0517 -7.6312 14.0966 0.837 -0.727 -0.697
F -7.8599 -8.1341 13.5990 -0.541 -0.580 -0.510
F -8.9339 -9.2970 15.2740 -0.510 1.258 0.645
F -8.4411 -10.4496 13.5632 -0.238 0.903 -1.935
F -10.6318 -9.8342 13.7928 0.045 0.186 -0.241
F -9.5368 -8.8094 12.0880 0.663 -0.107 0.907
N -3.9868 -10.8717 14.9488 4.258 -0.154 2.423
S -4.0892 -10.1442 13.6181 -3.066 2.186 -6.452
O -3.5909 -10.7934 12.4238 -0.083 0.741 1.671
O -4.0809 -8.6850 13.6338 0.717 -1.121 0.572
F -5.6387 -10.4098 13.4905 -1.265 -0.169 0.051
S -2.2806 -10.6243 15.1690 3.050 -0.925 2.025
O -1.9795 -9.5278 16.1207 -1.184 -2.199 -2.349
O -1.3937 -10.8811 14.0076 -2.777 0.963 3.224
F -2.1228 -11.9407 16.1128 -0.168 0.914 -0.721
N -13.8684 -7.6219 13.6051 -5.204 4.315 0.188
O -14.7091 -7.3804 12.7063 0.015 -0.470 0.872
O -12.8457 -8.1106 13.3177 6.244 -3.909 -1.687
O -14.0078 -7.1971 14.7784 -0.409 -0.422 0.358
```
Positions in Å, forces in eV/Å.

The charge is +2. As for the spin multiplicity: 1. The value obtained for the frontier orbital gap is 6.42 eV.

Löwdin atomic charge list, values in e, 5 entries:
1 C 0.019
2 C -0.289
3 O 0.151
4 N 0.073
5 H 0.063

The records above yield energy relative to the best compared isomer or geometry (same formula, charge and spin) values of 39.4, 0.0 kJ/mol, respectively.
The records above yield electronic energy values of -61727.8907, -103885.2482 eV, respectively.
The records above yield highest occupied orbital energy values of -6.54, -12.73 eV, respectively.